[1]
This record from the OMol25 dataset describes the ion C20H13N4O6S with charge -1. The level of theory is ωB97M-V/def2-TZVPD.

Output
max |F|	3.860	eV Å⁻¹
total charge	-1
orbital gap	0.243	Ha

Each line ends with the Löwdin charge.
Atoms and positions in Å:
N1 1.9131 -3.9439 0.6213  0.12
C1 0.9866 -3.2864 0.9183  -0.22
C2 -0.1586 -2.5277 1.3298  -0.18
C3 -0.0080 -0.9916 1.5248  -0.18
C4 -1.1372 -0.5096 2.4085  -0.10
N2 -1.0444 0.5243 3.3013  -0.17
O1 -0.2363 1.3798 3.5862  0.04
O2 -2.3935 0.5599 3.9201  -0.02
N3 -3.1134 -0.5461 3.5991  0.11
C5 -2.3105 -1.2013 2.6735  -0.16
C6 -2.4666 -2.5440 2.1995  -0.12
N4 -3.6190 -3.3717 2.5063  -0.35
O3 -4.7229 -2.8843 2.8213  0.01
O4 -3.4344 -4.6153 2.4184  -0.04
C7 -1.3596 -3.1695 1.5684  0.03
H1 0.9232 -0.8194 2.1084  0.16
H2 -1.4942 -4.2161 1.2652  0.13
C8 -0.6727 4.3568 -3.4092  -0.09
C9 0.5949 4.1909 -2.8412  -0.08
C10 0.7733 3.3151 -1.7639  -0.06
C11 -0.3159 2.5828 -1.2915  -0.26
S1 -0.1462 1.6454 0.2594  0.78
C12 0.0940 -0.3060 0.1841  -0.19
C13 1.3989 -0.5975 -0.5467  -0.24
C14 1.4119 -1.2067 -1.8057  -0.04
C15 2.6051 -1.7292 -2.3153  -0.09
C16 3.8017 -1.5580 -1.6121  -0.09
C17 3.8027 -0.8827 -0.3826  -0.07
C18 2.6064 -0.3624 0.1197  -0.05
O5 1.0303 2.1859 0.9077  -0.33
O6 -1.4728 1.8274 0.8248  -0.32
C19 -1.5882 2.7543 -1.8379  -0.06
C20 -1.7586 3.6193 -2.9245  -0.08
H3 -0.8146 5.0627 -4.2345  0.10
H4 1.4566 4.7425 -3.2245  0.10
H5 1.7438 3.2109 -1.2809  0.11
H6 -0.7810 -0.5400 -0.4424  0.14
H7 0.4641 -1.3036 -2.3454  0.12
H8 2.5822 -2.2941 -3.2472  0.10
H9 4.7398 -1.9395 -2.0215  0.10
H10 4.7148 -0.7767 0.2045  0.10
H11 2.5905 0.2246 1.0402  0.11
H12 -2.4360 2.2245 -1.4069  0.11
H13 -2.7493 3.7159 -3.3767  0.10

=====

[2]
This record from the OMol25 dataset describes a structure of composition C20H13N5NaO4S. The level of theory is ωB97M-V/def2-TZVPD.

Output
max |F|	1.758	eV Å⁻¹
total charge	-1
orbital gap	0.251	Ha
energy above the lowest of the compared OMol25 structures with the same formula, charge and spin	34.3	kJ/mol

Each line ends with the Löwdin charge.
Atoms and positions in Å:
Na1 -1.5332 -2.1566 -1.3900  0.27
N1 2.7814 0.3386 -1.1516  0.11
C1 3.8409 -0.5668 -1.1472  -0.24
C2 5.1484 -0.1044 -1.1521  -0.04
C3 6.2144 -0.9983 -1.1490  -0.11
C4 5.9788 -2.3567 -1.1460  -0.10
C5 4.6697 -2.8265 -1.1403  -0.11
C6 3.6098 -1.9458 -1.1381  -0.42
S1 1.9338 -2.5869 -1.1347  0.99
N2 1.0156 -1.2245 -1.2008  -0.26
C7 1.4421 -0.0198 -1.2058  -0.34
C8 0.4322 1.0417 -1.2503  -0.20
C9 0.7255 2.4067 -1.1519  -0.01
C10 -0.3197 3.3113 -1.1264  -0.07
C11 -1.6218 2.8469 -1.2140  -0.04
C12 -1.8142 1.4773 -1.3549  -0.11
N3 -0.8260 0.6142 -1.3736  0.13
H1 3.0284 1.3125 -1.1717  0.11
H2 5.3450 0.9595 -1.1566  0.11
H3 7.2253 -0.6180 -1.1490  0.10
H4 6.8026 -3.0535 -1.1483  0.10
H5 4.4661 -3.8852 -1.1338  0.11
H6 1.7401 2.7709 -1.0863  0.10
H7 -0.1148 4.3683 -1.0371  0.10
H8 -2.4645 3.5187 -1.1821  0.10
H9 -2.8004 1.0483 -1.4534  0.11
O1 -5.4358 -1.0714 -0.5140  0.01
C13 -4.2216 -1.0146 -0.3399  -0.65
O2 -3.3085 -1.3891 -1.1063  -0.12
C14 -3.7469 -0.3485 0.9757  -0.09
C15 -2.4004 -0.2505 1.3149  -0.02
C16 -2.0115 0.4491 2.4385  0.02
C17 -2.9809 1.0423 3.2479  -0.17
C18 -4.3365 0.9098 2.9458  0.01
C19 -4.7042 0.2226 1.8100  -0.01
N4 -2.5916 1.7954 4.3864  -0.36
O3 -1.3933 1.9737 4.5902  0.05
O4 -3.4715 2.2473 5.1147  0.05
H10 -1.6553 -0.7125 0.6834  0.10
H11 -0.9716 0.5529 2.7140  0.12
H12 -5.0586 1.3641 3.6083  0.11
H13 -5.7407 0.1153 1.5273  0.12
N5 -0.2803 -5.3291 -1.1472  -0.14
C20 -0.5950 -4.2271 -1.3048  -0.43

=====

[3]
This record from the OMol25 dataset describes a structure of composition C20H14BrF6N3O4PdS2Se. The level of theory is ωB97M-V/def2-TZVPD.

Output
max |F|	0.629	eV Å⁻¹
total charge	+2
orbital gap (alpha / beta)	0.255 / 0.185	Ha
⟨S²⟩	6.05
spin multiplicity	5
energy above the lowest of the compared OMol25 structures with the same formula, charge and spin	12.9	kJ/mol

Each line ends with the Löwdin spin population.
Atoms and positions in Å:
Pd1 -0.1855 0.8956 0.1128  1.36
Br1 -2.2435 -5.3924 3.8871  0.24
C1 -1.4604 -4.1631 2.7832  0.20
C2 -0.4061 -4.5739 1.9232  0.08
C3 0.1995 -3.6570 1.1201  0.04
C4 -0.2188 -2.3003 1.1565  0.19
C5 -1.3147 -1.9129 1.9717  0.04
C6 -1.9162 -2.8227 2.7868  0.05
N1 0.3861 -1.3199 0.3868  0.10
C7 1.6373 -1.4166 0.0746  0.08
C8 2.2978 -0.4173 -0.7491  0.01
C9 3.6192 -0.5575 -1.1326  0.03
C10 4.1902 0.4292 -1.9322  -0.01
C11 3.4205 1.5116 -2.3073  0.03
C12 2.0981 1.5938 -1.8642  0.01
N2 1.5562 0.6491 -1.1171  0.11
H1 -0.1046 -5.6124 1.9142  0.00
H2 0.9758 -3.9773 0.4391  0.00
H3 -1.6303 -0.8777 1.9731  0.00
H4 -2.7304 -2.5373 3.4388  0.00
H5 2.2523 -2.2391 0.4364  0.00
H6 4.1928 -1.4158 -0.8086  0.00
H7 5.2225 0.3493 -2.2440  0.00
H8 3.8244 2.3061 -2.9186  0.00
H9 1.4768 2.4479 -2.1013  0.00
F1 1.2391 5.7759 0.2593  0.00
C13 0.8148 5.3427 1.4336  0.00
F2 -0.3290 5.9132 1.7459  0.00
F3 1.7170 5.5736 2.3612  0.00
S1 0.6044 3.5105 1.2720  0.01
O1 -0.4202 3.2393 0.2523  0.07
O2 1.8980 2.9894 0.9239  0.00
N3 0.0966 3.1038 2.7120  0.00
S2 -0.3069 1.6072 2.8504  0.01
O3 -1.5218 1.2477 2.1112  0.05
O4 0.7602 0.6599 2.5623  0.02
C14 -0.6972 1.4757 4.6496  0.00
F4 -1.0403 0.2053 4.8667  0.00
F5 0.3707 1.7795 5.3513  0.00
F6 -1.7024 2.2673 4.9528  0.00
Se1 -2.1648 1.2896 -1.3932  0.89
C15 -2.1539 0.0330 -2.7665  0.11
C16 -1.1058 -0.8773 -2.9854  0.07
C17 -1.1701 -1.7500 -4.0487  0.00
C18 -2.2735 -1.7355 -4.9035  0.11
C19 -3.3188 -0.8424 -4.6918  -0.01
C20 -3.2631 0.0407 -3.6337  0.09
H10 -0.2548 -0.8782 -2.3203  0.00
H11 -0.3627 -2.4468 -4.2298  0.00
H12 -2.3144 -2.4220 -5.7383  0.01
H13 -4.1713 -0.8353 -5.3564  0.00
H14 -4.0691 0.7440 -3.4666  0.00

=====

[4]
This record from the OMol25 dataset describes a structure of composition C20H14BrIMgN2O2. The level of theory is ωB97M-V/def2-TZVPD.

Output
max |F|	0.486	eV Å⁻¹
total charge	0
orbital gap	0.253	Ha

Each line ends with the Löwdin charge.
Atoms and positions in Å:
Mg1 -0.2194 -1.0113 0.5134  0.57
C1 0.6977 3.3894 0.3717  -0.02
C2 0.0187 2.1642 0.4210  -0.08
N1 0.6404 1.0064 0.4540  0.07
C3 1.9933 0.9973 0.4193  -0.15
C4 2.7564 2.1599 0.3748  -0.13
C5 2.0647 3.3833 0.3535  0.01
C6 4.1950 2.0708 0.3584  -0.01
C7 4.8107 0.8761 0.3797  -0.01
C8 4.0482 -0.3474 0.4143  -0.13
C9 4.6498 -1.6157 0.4378  0.01
C10 3.8696 -2.7379 0.4747  -0.03
C11 2.4798 -2.5876 0.4849  -0.08
N2 1.8819 -1.4115 0.4650  0.07
C12 2.6570 -0.2942 0.4296  -0.15
H1 0.1360 4.3127 0.3527  0.11
H2 -1.0645 2.1332 0.4418  0.13
H3 2.6227 4.3119 0.3221  0.12
H4 4.7714 2.9876 0.3335  0.12
H5 5.8918 0.8120 0.3735  0.12
H6 5.7307 -1.6933 0.4303  0.12
H7 4.3009 -3.7281 0.4972  0.11
H8 1.8353 -3.4578 0.5220  0.13
I1 0.8055 -0.3905 3.8207  0.56
C13 -0.8989 -0.9424 2.5626  -0.70
H9 -1.6275 -0.1829 2.8589  -0.08
H10 -1.2315 -1.8724 3.0280  -0.07
Br1 -6.7734 -0.1426 0.6738  0.74
C14 -5.5084 -0.3436 -0.7182  -0.68
C15 -5.9036 -0.1129 -2.0264  -0.13
C16 -4.9716 -0.2553 -3.0455  -0.07
C17 -3.6621 -0.6048 -2.7540  -0.02
C18 -3.2889 -0.8424 -1.4388  -0.13
C19 -4.2136 -0.7236 -0.4077  -0.06
C20 -1.8674 -1.1827 -1.1084  -0.62
O1 -0.9365 -0.4131 -1.4731  -0.02
O2 -1.6405 -2.1757 -0.3486  -0.05
H11 -6.9233 0.1720 -2.2455  0.10
H12 -5.2703 -0.0828 -4.0718  0.11
H13 -2.9284 -0.6886 -3.5454  0.12
H14 -3.9279 -0.9357 0.6143  0.12

=====

[5]
This record from the OMol25 dataset describes a cluster of 2 separate species, C20H14ClO5S2 in total. The level of theory is ωB97M-V/def2-TZVPD.

Output
max |F|	1.789	eV Å⁻¹
total charge	-1
orbital gap	0.169	Ha

Each line ends with the Löwdin charge.
Atoms and positions in Å:
Cl1 3.2797 -0.0814 1.6027  0.57
C1 1.5796 -0.2255 1.6140  -0.78
C2 0.9771 -1.4982 1.6087  -0.17
C3 -0.3925 -1.6240 1.6207  -0.06
C4 -1.2874 -0.4689 1.6744  -0.51
O1 -2.5318 -0.5709 1.7637  -0.12
C5 -0.6016 0.8213 1.6424  -0.06
C6 0.7700 0.9267 1.6259  -0.17
H1 1.6100 -2.3806 1.5943  0.08
H2 -0.8511 -2.6080 1.6190  0.08
H3 -1.2252 1.7109 1.6608  0.09
H4 1.2454 1.9027 1.6230  0.08
C7 -7.5954 -1.2291 -0.6700  -0.05
C8 -7.0834 -0.1001 -0.0249  -0.02
C9 -7.2457 0.0111 1.3533  -0.23
C10 -7.8641 -0.9916 2.0758  -0.25
C11 -8.3838 -2.1172 1.4471  -0.04
C12 -8.2538 -2.2304 0.0626  -0.06
S1 -7.9103 -0.7834 3.8647  0.70
O2 -9.2172 -0.3086 4.2429  -0.29
O3 -7.3121 -1.9451 4.4814  -0.28
C13 -6.7665 0.5783 3.8873  -0.31
C14 -5.9203 0.7659 4.9212  -0.02
C15 -4.8544 1.7487 4.9459  -0.24
C16 -5.0856 3.1149 4.6852  -0.04
C17 -4.0315 4.0230 4.7276  -0.08
C18 -2.7291 3.5794 4.9963  -0.07
C19 -2.4901 2.2236 5.2597  -0.06
C20 -3.5519 1.3253 5.2601  -0.01
S2 -6.6465 1.4175 2.3183  0.71
O4 -5.2755 1.6525 1.9535  -0.24
O5 -7.6349 2.4711 2.2739  -0.29
H5 -7.4786 -1.3273 -1.7507  0.11
H6 -6.5587 0.6889 -0.5607  0.13
H7 -8.8687 -2.8777 2.0548  0.12
H8 -8.6624 -3.1100 -0.4383  0.11
H9 -6.0444 0.1123 5.7837  0.14
H10 -6.1077 3.4506 4.5049  0.12
H11 -4.2399 5.0802 4.5459  0.10
H12 -1.9034 4.2898 5.0050  0.10
H13 -1.4821 1.8544 5.4643  0.11
H14 -3.4083 0.2601 5.4542  0.13